# 1
Formula: C21H56O21S7
Source: OMol25
Level of theory: the ωB97M-V functional and the def2-TZVPD basis

Output
- frontier orbital gap (eV) = 11.10
- energy relative to the best compared isomer or geometry (same formula, charge and spin) (kcal per mole) = 5.7
- SMILES string = CCOS(C)(=O)=O.CCOS(C)(=O)=O.CCOS(C)(=O)=O.CCOS(C)(=O)=O.CCOS(C)(=O)=O.CCOS(C)(=O)=O.CCOS(C)(=O)=O
- HOMO (Ha) = -0.4041
- multiplicity = 1
- largest force on an atom (eV Å⁻¹) = 1.56

Last column: Mulliken charge in e.
Atoms and positions in Å:
O  3.433  -4.961  -6.090  -0.543
S  4.458  -5.967  -6.119  1.236
O  5.529  -5.945  -5.180  -0.729
O  3.760  -7.383  -5.965  -0.434
C  2.318  -7.490  -6.114  -0.451
C  1.841  -7.171  -7.512  0.275
C  5.114  -6.131  -7.765  -0.310
H  1.858  -6.804  -5.401  0.268
H  2.084  -8.490  -5.756  0.400
H  2.338  -7.796  -8.251  -0.083
H  2.025  -6.114  -7.683  -0.521
H  0.776  -7.401  -7.541  0.365
H  6.028  -5.543  -7.773  0.604
H  4.376  -5.729  -8.450  -0.162
H  5.316  -7.189  -7.885  -0.100
O  2.985  -10.556  -8.582  -0.454
S  4.043  -10.179  -9.465  0.905
O  3.786  -9.272  -10.530  -0.511
O  5.207  -9.519  -8.629  -0.171
C  5.509  -10.082  -7.334  -0.091
C  6.755  -9.425  -6.801  -1.245
C  4.838  -11.609  -10.094  -1.059
H  5.610  -11.173  -7.386  0.571
H  4.641  -9.979  -6.677  0.054
H  6.566  -8.422  -6.423  0.205
H  7.480  -9.387  -7.618  0.309
H  7.220  -10.013  -6.012  0.412
H  5.686  -11.284  -10.692  0.342
H  4.148  -12.192  -10.696  0.391
H  5.188  -12.205  -9.254  0.344
O  -1.600  -12.777  -5.069  -0.674
S  -0.692  -12.351  -6.077  1.349
O  0.691  -12.669  -5.989  -0.654
O  -1.256  -12.932  -7.440  -0.332
C  -0.408  -12.762  -8.597  -0.002
C  -1.154  -13.280  -9.797  -1.355
C  -0.917  -10.598  -6.303  -0.612
H  0.530  -13.292  -8.421  0.341
H  -0.095  -11.720  -8.729  0.237
H  -0.499  -13.250  -10.670  0.382
H  -2.039  -12.677  -9.986  0.319
H  -1.408  -14.332  -9.670  0.334
H  -1.694  -10.490  -7.058  0.544
H  0.016  -10.137  -6.608  0.059
H  -1.311  -10.209  -5.371  0.033
O  -1.523  -8.760  0.475  -0.633
S  -0.789  -9.942  0.164  1.149
O  -1.306  -11.221  0.506  -0.623
O  -0.522  -9.986  -1.400  -0.267
C  -0.394  -8.724  -2.091  -0.500
C  0.643  -8.852  -3.156  -0.536
C  0.874  -9.849  0.812  -0.845
H  -0.056  -7.959  -1.386  0.549
H  -1.379  -8.431  -2.449  0.074
H  1.571  -9.254  -2.746  0.428
H  0.830  -7.895  -3.637  0.226
H  0.350  -9.566  -3.928  -0.018
H  1.460  -9.182  0.186  0.286
H  1.232  -10.872  0.819  0.311
H  0.756  -9.419  1.804  0.356
O  -1.168  -7.432  -5.722  -0.102
S  -2.134  -6.452  -6.136  1.207
O  -1.782  -5.496  -7.110  -0.700
O  -3.411  -7.203  -6.632  -0.369
C  -3.979  -8.218  -5.744  0.176
C  -4.735  -9.179  -6.639  -1.453
C  -2.723  -5.649  -4.662  -0.802
H  -4.667  -7.693  -5.082  0.334
H  -3.165  -8.700  -5.208  0.067
H  -4.088  -9.559  -7.428  0.288
H  -5.562  -8.656  -7.120  0.383
H  -5.148  -9.994  -6.049  0.402
H  -2.129  -4.764  -4.473  0.121
H  -2.699  -6.376  -3.854  0.177
H  -3.778  -5.447  -4.847  0.482
O  0.301  -1.076  -9.277  -0.650
S  1.166  -1.713  -8.346  1.182
O  2.182  -0.950  -7.717  -0.640
O  0.249  -2.371  -7.242  -0.337
C  0.895  -2.878  -6.060  0.562
C  0.057  -2.596  -4.849  -1.544
C  1.892  -3.143  -9.106  -0.524
H  1.883  -2.437  -5.921  0.497
H  1.109  -3.941  -6.203  -0.217
H  -0.986  -2.887  -4.986  0.233
H  0.084  -1.534  -4.609  0.397
H  0.435  -3.179  -4.008  0.400
H  2.273  -3.797  -8.325  -0.124
H  2.717  -2.748  -9.698  0.389
H  1.129  -3.570  -9.749  0.382
O  6.191  -6.462  -10.597  -0.515
S  5.609  -5.533  -11.494  1.210
O  5.752  -4.125  -11.342  -0.665
O  6.082  -5.973  -12.945  -0.258
C  5.739  -5.106  -14.042  -0.199
C  6.762  -5.326  -15.149  -1.300
C  3.890  -5.946  -11.620  -0.797
H  5.716  -4.056  -13.767  0.382
H  4.776  -5.437  -14.441  0.285
H  6.684  -6.350  -15.517  0.309
H  7.775  -5.236  -14.752  0.324
H  6.635  -4.631  -15.976  0.381
H  3.902  -6.983  -11.959  0.372
H  3.432  -5.295  -12.358  0.367
H  3.398  -5.954  -10.652  0.142



# 2
Formula: C21H56O7
Source: OMol25
Level of theory: the ωB97M-V functional and the def2-TZVPD basis

Output
- frontier orbital gap (eV) = 9.59
- energy relative to the best compared isomer or geometry (same formula, charge and spin) (kcal per mole) = 39.2
- SMILES string = CC(C)O.CC(C)O.CC(C)O.CC(C)O.CC(C)O.CC(C)O.CC(C)O
- HOMO (Ha) = -0.3385
- multiplicity = 1
- largest force on an atom (eV Å⁻¹) = 2.86

Last column: Mulliken charge in e.
Atoms and positions in Å:
C  -3.118  2.607  2.547  -1.054
C  -2.746  1.682  3.685  0.543
C  -1.232  1.240  3.627  -1.105
O  -3.017  2.381  4.899  -0.557
H  -4.156  2.895  2.673  0.412
H  -3.003  2.111  1.598  0.042
H  -2.570  3.523  2.619  0.364
H  -3.346  0.741  3.578  0.154
H  -0.504  2.116  3.658  0.351
H  -1.110  0.627  2.712  -0.110
H  -1.033  0.599  4.445  0.572
H  -2.289  2.073  5.463  0.356
C  -1.189  3.144  -0.782  -0.854
C  -2.652  3.465  -1.187  0.777
C  -2.700  4.298  -2.424  -1.498
O  -3.338  2.186  -1.292  -0.461
H  -0.840  2.417  -1.491  0.082
H  -1.127  2.661  0.191  -0.063
H  -0.573  4.051  -0.852  0.490
H  -3.079  4.027  -0.347  0.210
H  -2.059  3.921  -3.208  0.290
H  -2.330  5.332  -2.279  0.420
H  -3.737  4.420  -2.833  0.342
H  -4.255  2.372  -1.312  0.302
C  3.059  1.890  1.036  -0.891
C  4.406  1.084  0.920  0.302
C  4.418  -0.153  1.819  -0.860
O  4.715  0.755  -0.418  -0.625
H  2.942  2.614  0.255  0.375
H  3.166  2.412  1.985  0.453
H  2.233  1.244  1.068  -0.126
H  5.324  1.723  1.161  0.313
H  3.411  -0.568  1.881  -0.058
H  4.750  0.081  2.857  0.471
H  5.095  -0.863  1.418  0.327
H  4.046  0.104  -0.695  0.378
C  3.799  -3.562  -0.306  -1.388
C  3.476  -2.565  -1.375  0.853
C  2.610  -3.077  -2.506  -1.432
O  2.951  -1.350  -0.852  -0.243
H  2.954  -4.277  0.004  0.202
H  4.189  -3.068  0.592  0.224
H  4.565  -4.211  -0.678  0.550
H  4.433  -2.213  -1.792  0.288
H  2.424  -2.280  -3.250  0.340
H  1.596  -3.355  -2.214  0.239
H  2.980  -3.988  -3.012  0.396
H  2.131  -1.495  -0.349  0.275
C  -3.245  -0.233  -4.075  -1.255
C  -3.026  1.144  -4.715  1.063
C  -3.081  0.960  -6.236  -1.606
O  -4.025  2.046  -4.324  -0.609
H  -3.461  -0.144  -3.021  0.242
H  -2.265  -0.735  -4.199  0.299
H  -3.929  -0.874  -4.616  0.383
H  -2.031  1.582  -4.376  0.088
H  -4.079  0.674  -6.546  0.374
H  -2.428  0.181  -6.563  0.392
H  -2.820  1.951  -6.627  0.377
H  -3.968  2.028  -3.342  0.254
C  2.410  -3.446  4.352  -1.462
C  1.651  -3.140  3.027  1.510
C  0.564  -4.104  2.738  -1.434
O  1.083  -1.804  3.170  -0.519
H  1.743  -3.616  5.172  0.392
H  3.006  -2.555  4.521  0.366
H  2.937  -4.394  4.406  0.401
H  2.346  -3.088  2.160  -0.594
H  0.963  -5.105  2.529  0.382
H  0.025  -3.740  1.890  0.276
H  -0.132  -4.192  3.589  0.346
H  0.719  -1.633  4.079  0.231
C  -0.227  -0.224  -1.552  -1.681
C  -0.452  -0.367  -0.038  1.626
C  -1.832  -0.954  0.149  -1.576
O  0.654  -1.207  0.481  -0.340
H  0.010  -1.167  -1.954  0.391
H  0.540  0.464  -1.840  0.436
H  -1.192  -0.017  -2.031  0.180
H  -0.308  0.600  0.443  -0.263
H  -1.955  -1.083  1.226  0.420
H  -1.798  -1.998  -0.274  0.292
H  -2.578  -0.269  -0.304  0.229
H  0.513  -1.312  1.462  0.021



Look up the frontier orbital gap of the second one. 9.59 eV